1.
DFT (ωB97M-V/def2-TZVPD) results for a molecular structure, C24H28NO3PtSi.

Results
HOMO (spin up / spin down) (Ha): -0.1461 / -0.1670
Net charge: -1
Spin multiplicity: 3
Energy above the lowest of the compared OMol25 structures with the same formula, charge and spin (kcal/mol): 12.1
LUMO energy (spin up / spin down) (Ha): 0.1065 / 0.0762
Kohn-Sham gap (spin up / spin down) (eV): 6.8741 / 6.6182
⟨S²⟩: 2.01

Atoms and positions in Å:
1 Pt -0.01 -0.06 0.40
2 C -0.40 -0.39 -4.01
3 C -0.76 0.59 -2.90
4 C -1.27 1.91 -3.48
5 O 0.45 0.81 -2.18
6 C -1.91 -0.04 -2.06
7 O -2.95 -0.27 -2.66
8 O -1.75 -0.27 -0.80
9 H 0.31 0.07 -4.69
10 H -1.30 -0.68 -4.54
11 H 0.06 -1.28 -3.57
12 H -0.54 2.29 -4.21
13 H -1.40 2.65 -2.70
14 H -2.23 1.75 -3.97
15 H 0.39 1.65 -1.70
16 C 4.37 3.12 1.78
17 C 3.33 4.04 1.78
18 C 2.04 3.66 1.47
19 C 1.73 2.33 1.15
20 C 2.79 1.42 1.13
21 C 4.08 1.80 1.44
22 N 0.44 1.93 0.78
23 C -0.67 2.59 1.34
24 C -0.67 3.12 2.64
25 C -1.80 3.72 3.17
26 C -2.97 3.82 2.43
27 C -2.99 3.28 1.15
28 C -1.85 2.69 0.61
29 H 5.38 3.42 2.04
30 H 3.53 5.08 2.02
31 H 1.25 4.41 1.46
32 H 2.58 0.39 0.86
33 H 4.87 1.06 1.43
34 H 0.23 3.02 3.25
35 H -1.76 4.12 4.18
36 H -3.85 4.28 2.85
37 H -3.89 3.32 0.55
38 H -1.89 2.25 -0.38
39 C 2.48 -2.50 0.39
40 Si 0.88 -2.04 1.28
41 C -0.11 -3.63 1.29
42 C 1.40 -1.68 3.07
43 C 0.91 -0.56 3.75
44 C 1.37 -0.22 5.02
45 C 2.34 -1.00 5.64
46 C 2.84 -2.12 4.98
47 C 2.37 -2.45 3.72
48 H 2.94 -3.38 0.85
49 H 3.21 -1.69 0.40
50 H 2.27 -2.74 -0.66
51 H 0.49 -4.43 1.74
52 H -0.37 -3.93 0.27
53 H -1.04 -3.53 1.86
54 H 0.16 0.07 3.28
55 H 0.99 0.66 5.52
56 H 2.72 -0.73 6.62
57 H 3.59 -2.73 5.46
58 H 2.78 -3.32 3.22



2.
DFT (ωB97M-V/def2-TZVPD) results for a molecular structure, C24H29AuGe2N5O5 in a non-equilibrium geometry.

Results
HOMO (spin up / spin down) (Ha): -0.4283 / -0.4283
Net charge: +1
Energy above the lowest of the compared OMol25 structures with the same formula, charge and spin (kcal/mol): 86.8
LUMO energy (spin up / spin down) (Ha): -0.2658 / -0.2656
Kohn-Sham gap (spin up / spin down) (eV): 4.4210 / 4.4277

Atoms and positions in Å:
1 Au 0.19 0.55 1.32
2 C -3.55 0.97 1.36
3 C -3.04 2.27 0.77
4 Ge -1.19 2.09 -0.05
5 C -0.31 3.84 -0.60
6 C -1.21 4.69 -1.46
7 C -1.51 1.10 -1.73
8 C -1.27 -0.20 -1.94
9 Ge 0.01 -1.07 -0.61
10 C 1.91 -1.10 -1.31
11 C 2.20 -1.88 -2.58
12 C -0.64 -2.70 0.45
13 C -1.08 -3.91 -0.35
14 C -1.76 -0.97 -3.07
15 C -2.82 -0.51 -3.86
16 C -3.23 -1.22 -4.97
17 C -2.61 -2.43 -5.30
18 C -1.58 -2.91 -4.50
19 C -1.18 -2.20 -3.39
20 H -4.56 1.10 1.74
21 H -2.92 0.64 2.19
22 H -3.56 0.18 0.61
23 H -3.01 3.06 1.51
24 H -3.68 2.59 -0.05
25 H 0.61 3.56 -1.12
26 H -0.04 4.34 0.33
27 H -1.56 4.15 -2.34
28 H -0.65 5.56 -1.80
29 H -2.08 5.04 -0.90
30 H -1.97 1.70 -2.50
31 H 2.53 -1.47 -0.49
32 H 2.18 -0.05 -1.47
33 H 2.00 -2.95 -2.45
34 H 3.26 -1.77 -2.83
35 H 1.62 -1.51 -3.42
36 H -1.45 -2.35 1.10
37 H 0.21 -2.95 1.09
38 H -1.92 -3.68 -1.00
39 H -1.39 -4.70 0.33
40 H -0.26 -4.30 -0.96
41 H -3.31 0.42 -3.61
42 H -4.03 -0.85 -5.58
43 H -2.93 -2.98 -6.16
44 H -1.11 -3.85 -4.73
45 H -0.39 -2.58 -2.75
46 O 6.58 -0.37 3.19
47 C 5.56 0.45 2.90
48 O 5.70 1.62 2.74
49 C 4.21 -0.19 2.83
50 C 3.63 -1.10 3.70
51 N 2.36 -1.28 3.29
52 N 2.09 -0.56 2.22
53 C 3.18 0.13 1.93
54 C 3.19 1.05 0.70
55 O 4.25 1.16 0.12
56 O 2.06 1.53 0.41
57 H 6.33 -1.30 3.27
58 H 4.03 -1.59 4.56
59 H 1.64 -1.85 3.71
60 O -0.59 -0.30 3.35
61 N -0.56 0.32 4.44
62 C -0.54 1.59 4.65
63 C -0.56 2.48 3.56
64 N -0.60 2.90 2.49
65 C -0.48 2.07 5.99
66 N -0.42 2.48 7.05